w | C6H7NO2 | ωB97M-V with the def2-TZVPD basis set

Each atom is followed by the atoms it is bonded to, with distances in Å.
Positions of all 16 atoms, in Å:
1 C -1.51092 1.26579 0.03304  C3 1.357, N7 1.389, H10 1.145
2 C 1.04466 1.22719 -0.30488  C4 1.410, N7 1.429, H11 1.079
3 C -2.29771 0.40428 0.72593  C1 1.357, O8 1.342, H12 1.133
4 C 1.68416 0.68657 0.82996  C2 1.410, O9 1.261, H13 1.073
5 C -0.41275 -0.56357 0.25922  C6 1.526, N7 1.387, O8 1.372
6 C 0.18604 -1.78630 -0.43087  C5 1.526, H14 1.095, H15 1.080, H16 1.103
7 N -0.28458 0.70163 -0.29451  C1 1.389, C2 1.429, C5 1.387
8 O -1.64636 -0.76505 0.82502  C3 1.342, C5 1.372
9 O 1.23449 -0.29252 1.48498  C4 1.261
10 H -1.88487 2.34346 -0.06378  C1 1.145
11 H 1.42961 2.00866 -0.94145  C2 1.079
12 H -3.40272 0.26730 0.93585  C3 1.133
13 H 2.62795 1.09453 1.13643  C4 1.073
14 H 1.25641 -1.62302 -0.59092  C6 1.095
15 H -0.36911 -1.87093 -1.35380  C6 1.080
16 H 0.15310 -2.83022 -0.07583  C6 1.103

## Properties
net charge: 0
LUMO level: 0.957 eV
2S+1: 1

x | C6H7NO2 | ωB97M-V with the def2-TZVPD basis set

Each atom is followed by the atoms it is bonded to, with distances in Å.
Positions of all 16 atoms, in Å:
1 C -0.35525 1.25207 1.84410  C6 1.414, N7 1.141
2 C 1.01477 -1.11552 -0.08389  C3 1.327, C5 1.599, H10 1.094
3 C 0.35493 -0.85577 1.03740  C2 1.327, C6 1.509, H11 1.045
4 C -0.48357 0.74719 -0.71179  C5 1.512, C6 1.721, H12 1.134, H13 1.133
5 C 0.43917 -0.28354 -1.32207  C2 1.599, C4 1.512, O8 1.385, H14 1.166
6 C -0.68132 0.23415 0.91898  C1 1.414, C3 1.509, C4 1.721, O9 1.429
7 N -0.05689 2.05313 2.60006  C1 1.141
8 O 1.36854 0.36129 -2.12080  C5 1.385, H15 0.941
9 O -1.98045 -0.28981 1.20090  C6 1.429, H16 0.959
10 H 1.86237 -1.80760 -0.08635  C2 1.094
11 H 0.61755 -1.24297 1.97146  C3 1.045
12 H -0.20135 1.84158 -0.79950  C4 1.134
13 H -1.47444 0.54647 -1.22283  C4 1.133
14 H -0.24207 -1.03333 -1.89962  C5 1.166
15 H 2.20190 0.19756 -1.71582  O8 0.941
16 H -2.38389 -0.60489 0.38975  O9 0.959

## Properties
net charge: 0
SMILES: N#C[C@]1(O)C=C[C@H](O)C1
LUMO level: 0.425 eV
2S+1: 1

Computed relative energies in units of kJ/mol: w 101.5; x 0.0